Entry 1:
ORCA calculation (wB97M-V/def2-TZVPD) on an isolated molecule of C3H4N2O.

Calculated values
molecular weight: 84.1 g mol⁻¹
LUMO (alpha / beta): 0.35 / 0.09 eV
frontier orbital gap (alpha / beta): 7.8 / 7.5 eV
energy above the lowest of the compared OMol25 structures with the same formula, charge and spin: 133.2 kcal per mole
strongest force on any atom: 0.66 eV/A
HOMO (alpha / beta): -0.27439 / -0.27357 Ha

```
! wB97M-V def2-TZVPD RIJCOSX def2/J DEFGRID3
* xyz 0 1
N 0.68 0.27 1.12
C -0.35 -0.34 -0.62
C 0.13 1.08 0.14
C 0.26 -0.94 0.67
O -0.17 -1.00 -1.79
N -1.22 0.61 -0.34
H -0.72 -0.55 -2.45
H 1.02 0.52 2.04
H 0.51 2.06 -0.13
H -0.14 -1.70 1.35
*
```

***

Entry 2:
ORCA calculation (wB97M-V/def2-TZVPD) on a cluster of 10 separate species, BH22O9 in total in a non-equilibrium geometry.

Calculated values
molecular weight: 177.0 g mol⁻¹
LUMO: 2.78 eV
frontier orbital gap: 9.4 eV
energy above the lowest of the compared OMol25 structures with the same formula, charge and spin: 69.6 kcal per mole
strongest force on any atom: 6.21 eV/A
HOMO: -0.24491 Ha

```
! wB97M-V def2-TZVPD RIJCOSX def2/J DEFGRID3
* xyz -1 1
B 25.06 -34.67 -36.24
H 25.37 -35.05 -35.17
H 23.84 -34.57 -36.16
H 25.50 -33.50 -36.48
H 25.57 -35.38 -37.03
O 26.95 -34.11 -32.60
H 27.94 -33.89 -32.46
H 26.75 -34.25 -33.68
O 23.16 -37.51 -37.08
H 23.42 -36.65 -37.14
H 23.47 -38.13 -36.47
O 23.08 -31.96 -34.22
H 23.23 -32.32 -35.11
H 23.90 -31.83 -33.83
O 26.30 -37.65 -34.19
H 25.97 -37.05 -34.75
H 26.80 -38.30 -34.68
O 23.66 -34.53 -32.34
H 24.10 -33.69 -31.90
H 24.22 -34.92 -32.92
O 25.66 -31.46 -33.62
H 25.95 -31.73 -34.49
H 25.91 -31.97 -32.90
O 28.29 -36.08 -36.36
H 28.39 -36.65 -37.10
H 27.29 -35.86 -36.43
O 26.53 -32.73 -39.18
H 26.25 -31.87 -39.46
H 25.61 -33.10 -38.87
O 23.94 -33.52 -39.26
H 23.97 -33.48 -38.09
H 23.92 -34.46 -39.36
*
```

***

Entry 3:
ORCA calculation (wB97M-V/def2-TZVPD) on an isolated molecule of C17H19ClN2O3S.

Calculated values
molecular weight: 366.9 g mol⁻¹
LUMO: 0.64 eV
frontier orbital gap: 8.5 eV
SMILES: Cc1cc2c(cc1S(=O)(=O)NCc1ccccc1Cl)OCCN2C
energy above the lowest of the compared OMol25 structures with the same formula, charge and spin: 22.1 kcal per mole
strongest force on any atom: 0.96 eV/A
HOMO: -0.28961 Ha

```
! wB97M-V def2-TZVPD RIJCOSX def2/J DEFGRID3
* xyz 0 1
C 0.48 2.53 -0.76
C 1.17 1.27 -0.34
C 2.53 1.10 -0.57
C 3.21 -0.07 -0.20
C 2.46 -1.10 0.41
C 1.11 -0.93 0.65
C 0.48 0.25 0.29
S -1.26 0.39 0.64
O -1.71 -0.83 1.26
O -1.56 1.62 1.30
N -1.89 0.50 -0.93
C -3.21 1.12 -0.98
C -4.22 0.33 -0.19
C -4.63 0.76 1.07
C -5.50 0.00 1.83
C -5.97 -1.21 1.34
C -5.58 -1.66 0.10
C -4.70 -0.89 -0.65
Cl -4.20 -1.48 -2.20
O 3.03 -2.29 0.80
C 4.29 -2.54 0.24
C 5.18 -1.30 0.34
N 4.55 -0.25 -0.43
C 5.38 0.85 -0.86
H -0.18 2.32 -1.61
H -0.15 2.89 0.05
H 1.19 3.29 -1.04
H 3.07 1.90 -1.04
H 0.54 -1.71 1.13
H -1.90 -0.43 -1.33
H -3.09 2.11 -0.55
H -3.51 1.20 -2.03
H -4.23 1.68 1.45
H -5.80 0.34 2.81
H -6.65 -1.81 1.94
H -5.93 -2.60 -0.29
H 4.71 -3.37 0.81
H 4.19 -2.83 -0.81
H 6.16 -1.52 -0.09
H 5.30 -1.02 1.39
H 5.41 1.66 -0.13
H 6.39 0.48 -1.01
H 5.01 1.24 -1.81
*
```

***

Entry 4:
ORCA calculation (wB97M-V/def2-TZVPD) on an isolated molecule of C3H7FO3 in a non-equilibrium geometry.

Calculated values
molecular weight: 110.1 g mol⁻¹
LUMO: 0.60 eV
frontier orbital gap: 10.8 eV
SMILES: OC(O)[C@H](O)CF
energy above the lowest of the compared OMol25 structures with the same formula, charge and spin: 29.8 kcal per mole
strongest force on any atom: 4.87 eV/A
HOMO: -0.37448 Ha

```
! wB97M-V def2-TZVPD RIJCOSX def2/J DEFGRID3
* xyz 0 1
O 1.35 -0.94 -1.01
C 0.21 -0.07 -1.10
O 0.42 0.92 -2.07
C -0.16 0.51 0.40
O 1.00 0.73 1.05
C -1.11 -0.46 0.98
F -1.29 -0.18 2.31
H 1.85 -0.52 -0.25
H -0.64 -0.77 -1.47
H 1.27 0.79 -2.50
H -0.79 1.42 0.20
H 0.93 0.28 2.01
H -2.10 -0.22 0.61
H -0.93 -1.50 0.83
*
```